<w>
C6H12N2O2 | ωB97M-V/def2-TZVPD

Computed properties:
2S+1   1
HOMO level   -0.3254 Eh
HOMO-LUMO gap   9.61 eV

Atoms and positions in Å:
N -1.0020 -1.7640 -1.3743
C -1.1098 -0.2534 -1.6548
O -1.5875 0.0120 -2.7913
C 0.2052 0.4062 -1.2313
C 0.5291 0.3390 0.2343
C 0.2485 1.4139 1.2888
C 1.5618 1.0030 2.0169
C 1.7910 -0.0566 0.9385
N 0.6604 -0.9670 0.8695
H -0.7814 -2.2855 -2.2182
H -0.3132 -1.9962 -0.6458
H 1.0062 -0.0795 -1.8094
H 0.1563 1.4552 -1.5496
H 0.3022 2.4277 0.8719
H -0.6966 1.3001 1.8392
H 2.3150 1.7996 1.9965
H 1.4691 0.6211 3.0438
H 2.7469 -0.3841 0.5269
H 0.1495 -1.0523 1.7471
H -2.0502 -1.7150 -0.6240
O -2.4046 -0.1665 -0.4687
H -3.1961 -0.0576 -1.0060

---

<x>
C6H12N2O2 | ωB97M-V/def2-TZVPD

Computed properties:
Structure (SMILES)   CCCN(CC(C)=O)N=O
2S+1   1
HOMO level   -0.3417 Eh
HOMO-LUMO gap   10.10 eV

Atoms and positions in Å:
C 3.4898 0.4046 0.1414
C 2.4810 -0.5458 -0.5684
C 1.3345 -1.0388 0.1865
N 0.3450 -0.0212 0.3568
C -0.8331 -0.2804 1.0193
C -1.9861 -0.4686 0.0631
C -3.2264 0.3570 -0.0581
O -1.8102 -1.3882 -0.6855
N 0.3976 1.2065 -0.2791
O -0.6280 1.8444 -0.2622
H 4.2447 0.8443 -0.4660
H 2.9351 1.1518 0.6490
H 3.9482 -0.2652 0.8824
H 3.0303 -1.4552 -0.8651
H 2.1881 -0.0944 -1.5296
H 0.8548 -1.8741 -0.3398
H 1.6844 -1.4167 1.1827
H -0.8285 -1.2912 1.4786
H -1.0255 0.5045 1.7918
H -3.3431 1.0824 0.7602
H -3.0327 0.7702 -0.9922
H -3.9065 -0.4709 -0.2171

---

<y>
C6H12N2O2 | ωB97M-V/def2-TZVPD

Computed properties:
Structure (SMILES)   C#CCNC[C@H](O)CON
2S+1   1
HOMO level   -0.3374 Eh
HOMO-LUMO gap   10.04 eV

Atoms and positions in Å:
C -4.1271 0.7984 -0.6085
C -3.3082 0.1208 -0.0525
C -2.3057 -0.7903 0.5379
N -1.0796 -0.9720 -0.2331
C -0.2814 0.2527 -0.4076
C 0.7104 0.4405 0.7146
O 1.2627 1.7355 0.6496
C 1.7773 -0.6484 0.7534
O 2.4841 -0.8632 -0.4699
N 3.1901 0.3360 -0.8351
H -4.8792 1.3903 -1.0975
H -2.7698 -1.7677 0.6836
H -2.0295 -0.4244 1.5493
H -1.3132 -1.3408 -1.1434
H -0.9187 1.1511 -0.5013
H 0.2548 0.1609 -1.3665
H 0.1888 0.3560 1.6758
H 2.0357 1.6631 0.0747
H 2.4712 -0.4157 1.5775
H 1.3105 -1.6127 0.9447
H 4.1710 0.1356 -0.5914
H 3.1558 0.2947 -1.8543

---

<z>
C6H12N2O2 | ωB97M-V/def2-TZVPD

Computed properties:
Structure (SMILES)   C[C@H]1[C@@H](O)[C@H]1NCC(N)=O
2S+1   1
HOMO level   -0.3256 Eh
HOMO-LUMO gap   9.42 eV

Atoms and positions in Å:
C -0.1192 0.9395 -2.5279
C -0.4742 -0.4484 -2.0492
C 0.5627 -1.3586 -1.4208
O 1.8297 -0.8496 -1.1451
C -0.5663 -0.7943 -0.5875
N -0.3270 0.2020 0.4159
C 0.0848 -0.3544 1.6895
C 0.1934 0.7108 2.7626
N -0.9332 1.3030 3.1677
O 0.8944 0.4662 3.7900
H 0.7064 1.3828 -1.9553
H 0.1931 0.9103 -3.5809
H -0.9847 1.6126 -2.4497
H -1.2046 -0.9615 -2.6793
H 0.5405 -2.4221 -1.6784
H 2.3105 -0.7260 -1.9684
H -1.3523 -1.4960 -0.2987
H 0.3703 0.8645 0.0920
H -0.6768 -1.0775 2.0216
H 1.0465 -0.8949 1.6613
H -1.4911 1.7148 2.4275
H -0.6029 1.2767 4.3130

---

It is <z> that is the most stable of them.

---

<w>
C6H12N2O2 | ωB97M-V/def2-TZVPD

Computed properties:
2S+1   1
HOMO level   -0.2667 Eh
HOMO-LUMO gap   8.08 eV

Atoms and positions in Å:
C 0.4724 0.7431 1.7703
C 1.1244 -0.6525 -1.2827
C 1.0925 0.9275 -1.4078
C -0.6674 0.3244 0.0290
C -2.0876 0.3015 0.4760
C 0.1128 -2.0837 0.5210
N -0.0065 -0.9516 -0.4409
N -0.2602 1.2973 -0.8362
O 0.8399 1.9873 1.6868
O 0.7601 -0.1351 2.5376
H 0.8541 -0.9817 -2.3225
H 2.1196 -1.1298 -0.9971
H 1.8690 1.2664 -0.7262
H 1.1912 1.3768 -2.4494
H -2.3658 1.3262 0.6090
H -2.1512 -0.1160 1.4571
H -2.8895 -0.1784 -0.1361
H 0.4224 -1.6496 1.4904
H -0.7374 -2.6327 0.7400
H 0.8095 -2.7970 -0.0158
H 0.4415 2.3215 0.8711
H -0.9440 1.4361 -1.5737

---

<x>
C6H12N2O2 | ωB97M-V/def2-TZVPD

Computed properties:
Structure (SMILES)   C=C(O)N(C)C#N.CCO
2S+1   1
HOMO level   -0.2900 Eh
HOMO-LUMO gap   8.10 eV

Atoms and positions in Å:
C 0.8595 0.7395 -1.4838
C 1.1134 -0.5722 -1.1881
O 2.3685 -0.9790 -0.8807
N 0.0699 -1.4055 -0.8388
C 0.2673 -2.7882 -0.4153
C -1.1795 -0.9014 -0.6940
N -2.3312 -0.8049 -0.8220
H 1.7112 1.3547 -1.7241
H 0.0229 0.9595 -2.1306
H 2.3756 -1.5967 -0.1378
H 1.0418 -3.2522 -1.0278
H 0.5412 -2.8537 0.6425
H -0.6695 -3.3235 -0.5598
C -0.1164 2.3902 1.7276
C -0.8038 1.2276 1.0323
O -2.1382 1.5518 0.8097
H -0.5814 2.5652 2.6992
H -0.2206 3.2995 1.1379
H 0.9396 2.1764 1.8892
H -0.7101 0.3231 1.6567
H 0.0002 1.0772 -0.0207
H -2.5602 0.8127 0.3284

---

<y>
C6H12N2O2 | ωB97M-V/def2-TZVPD

Computed properties:
Structure (SMILES)   NCC(=O)NO.C#CCC
2S+1   1
HOMO level   -0.3325 Eh
HOMO-LUMO gap   9.70 eV

Atoms and positions in Å:
N 2.5307 1.5643 -0.0920
C 2.8540 0.1685 -0.3513
C 1.9577 -0.8122 0.3932
O 2.2835 -1.3923 1.4128
N 0.7074 -1.0418 -0.1536
O 0.1849 -0.0404 -0.9783
H 1.5678 1.7432 -0.3803
H 2.5847 1.7473 0.8920
H 2.7940 -0.0131 -1.4285
H 3.8756 -0.0296 -0.0226
H -0.0081 -1.3885 0.4778
H 0.0651 -0.4444 -1.8154
C -1.1225 -1.7279 -0.9103
C -1.6897 -1.0529 -0.1223
C -2.3734 -0.1819 0.8536
C -2.5698 1.2425 0.3277
H -0.6356 -2.3533 -1.5896
H -1.7957 -0.1626 1.7865
H -3.3496 -0.6272 1.1137
H -1.6050 1.7102 0.1036
H -3.1695 1.2346 -0.5905
H -3.0865 1.8578 1.0737

---

It is <w> that is the most stable of them.

---

<w>
C5H7BrS | ωB97M-V/def2-TZVPD

Computed properties:
Structure (SMILES)   C=C(Br)C/C=C\S
2S+1   1
HOMO level   -0.3156 Eh
HOMO-LUMO gap   9.30 eV

Atoms and positions in Å:
C -0.1699 -2.0646 -1.3267
C 0.2903 -0.8564 -1.1442
Br 2.1373 -0.5211 -1.6691
C -0.5692 0.1534 -0.5038
C -0.4061 0.2461 1.0419
C 0.2558 1.1234 1.8058
S 0.7129 2.7065 1.4663
H 0.2905 -2.8503 -1.9024
H -1.1285 -2.2206 -0.9491
H -1.6899 -0.0484 -0.7479
H -0.3991 1.1592 -0.7846
H -0.6236 -0.6817 1.6100
H 0.0978 1.1475 2.9401
H 1.2017 2.7071 0.1637

---

<x>
C5H7BrS | ωB97M-V/def2-TZVPD

Computed properties:
2S+1   1
HOMO level   -0.3063 Eh
HOMO-LUMO gap   6.34 eV

Atoms and positions in Å:
C -0.7399 1.4528 -0.7504
C -0.4207 0.2216 -0.1457
C -1.7018 2.2824 -0.3919
C 1.3642 -1.2732 0.7614
C 0.7812 -0.4697 -0.4580
S -2.7109 3.0338 0.5067
Br -2.3209 -1.8961 0.1824
H -0.0515 1.7196 -1.6612
H -0.7956 0.1422 0.9540
H 2.3176 -1.7431 0.5588
H 0.5703 -2.0341 1.0043
H 1.4283 -0.4613 1.5230
H 0.6382 -1.1986 -1.1927
H 1.6416 0.2237 -0.8906

---

It is <w> that is the most stable of them.

---

<w>
C7H34O11 | ωB97M-V/def2-TZVPD

Computed properties:
Structure (SMILES)   C=CCC(=C)CC.O.O.O.O.O.O.O.O.O.O.O
2S+1   1
HOMO level   -0.3477 Eh
HOMO-LUMO gap   9.37 eV

Atoms and positions in Å:
C 3.4975 -0.5536 -0.4730
C 2.5499 -0.8521 -1.3363
C 2.2366 0.0988 -2.4976
C 0.9113 0.8130 -2.4103
C 0.1452 1.4690 -3.3273
C 0.4597 1.0062 -0.9088
C -0.1249 -0.2945 -0.1589
H 3.8455 -0.9209 0.4022
H 4.0366 0.4271 -0.6194
H 2.0973 -1.8242 -1.3590
H 3.0789 0.9176 -2.5602
H 2.3437 -0.5150 -3.3761
H 0.1987 1.4165 -4.3954
H -0.8266 1.7244 -2.9361
H 1.3334 1.3774 -0.3354
H 0.0172 2.0698 -0.8501
H -0.8426 -0.8499 -0.7706
H 0.6091 -0.9575 0.2132
H -0.7076 0.1082 0.6754
O 1.6835 4.0799 -1.2107
H 1.0497 3.9600 -0.4732
H 1.0175 4.0572 -1.8745
O -3.1251 -0.5327 2.2026
H -2.3240 -0.7047 2.6183
H -3.2243 -0.7290 1.2986
O -1.3704 -1.9806 -3.0144
H -2.1118 -2.4528 -3.5656
H -0.5053 -2.3607 -3.1995
O 2.0906 -2.9808 2.6978
H 2.5181 -3.0563 1.8329
H 2.1145 -2.0491 2.9624
O -0.7260 4.0630 1.5825
H -1.6025 3.7095 1.8628
H -0.0485 3.8014 2.2141
O -0.1423 -3.1427 1.2625
H -0.9120 -3.7203 1.6124
H -0.4610 -2.6876 0.4311
O -1.9770 1.6864 1.3891
H -1.0844 1.0474 1.3260
H -2.5519 1.0146 1.8232
O -0.8371 -1.2458 2.8773
H -0.7246 -2.2130 3.0746
H -0.1151 -0.8335 2.4483
O 2.0186 0.4530 2.8494
H 2.3744 1.3943 2.7593
H 1.8009 0.3361 3.7943
O -3.4697 0.8969 -1.0803
H -3.0397 1.5704 -1.5691
H -3.2563 1.1272 -0.1086
O -2.6329 -2.7530 -0.3557
H -3.0964 -1.9653 -0.2009
H -2.1885 -2.4496 -1.2433

---

<x>
C7H34O11 | ωB97M-V/def2-TZVPD

Computed properties:
Structure (SMILES)   C/C=C/CCCCO.O.O.O.O.O.O.O.O.O.O
2S+1   1
HOMO level   -0.3285 Eh
HOMO-LUMO gap   9.23 eV

Atoms and positions in Å:
C 3.4110 -0.0840 1.1247
C 2.5580 0.2031 -0.0478
C 1.2351 0.0232 -0.1228
C 0.5725 0.1263 -1.4963
C -0.2469 1.3392 -1.8763
C -1.3666 1.7344 -0.8982
C -2.7313 1.1570 -1.3302
O -3.0781 -0.1019 -0.7307
H 4.0466 0.7968 1.3145
H 4.0864 -0.9233 1.0819
H 2.8091 -0.1234 2.0290
H 3.0813 0.7946 -0.8033
H 0.6942 -0.5070 0.6298
H 1.3529 -0.1374 -2.2022
H -0.0373 -0.7673 -1.5156
H 0.4689 2.1862 -2.0497
H -0.6533 1.3174 -2.8827
H -1.4072 2.8312 -0.8538
H -1.1457 1.3291 0.0847
H -3.5248 1.8043 -0.9515
H -2.7978 0.9912 -2.4094
H -2.6115 -0.8645 -1.1160
O 0.6587 -0.7508 3.7759
H 0.1878 -1.4011 3.2405
H 1.6190 -0.8665 3.6816
O -1.8421 -1.7258 -2.5721
H -2.5571 -1.4539 -3.1582
H -1.0936 -1.5409 -3.1902
O 0.2045 -1.2537 -4.3419
H 0.4579 -2.1023 -3.9765
H 0.7372 -0.4801 -4.1917
O 2.2231 2.8256 -0.5219
H 2.7474 3.6198 -0.3670
H 2.2138 2.4862 0.3730
O 1.7594 3.6727 2.0226
H 1.4674 2.7513 2.2383
H 1.0019 4.1732 1.7443
O 0.1983 1.6036 2.7245
H 0.3165 0.6482 3.0335
H 0.3903 2.1222 3.5087
O -2.8334 -0.0332 2.9943
H -2.0981 0.3463 2.4967
H -3.6654 0.3972 2.8337
O -2.4233 -2.6858 1.6638
H -3.0529 -3.0308 1.0273
H -2.7803 -1.8498 2.0183
O 1.7589 -2.3364 -2.4363
H 2.6032 -2.7177 -2.7074
H 1.7610 -2.2718 -1.4778
O 0.3613 -2.8153 1.0950
H -0.5042 -2.9004 1.5434
H 0.4213 -3.1127 0.1862

---

It is <x> that is the most stable of them.

---

<w>
C7H16N | ωB97M-V/def2-TZVPD

Computed properties:
Structure (SMILES)   C/C=C(/C)C[C@@H](C)[NH3+]
2S+1   1
Total charge   +1
HOMO level   -0.4587 Eh
HOMO-LUMO gap   9.11 eV

Atoms and positions in Å:
C 0.2094 2.4126 -1.0209
C -0.3858 1.2307 -1.7219
C -0.2529 -0.0512 -1.3443
C -0.8771 -1.1207 -2.2111
C 0.5998 -0.4969 -0.1722
C -0.0798 -0.3867 1.1583
C -0.3214 -1.6941 1.8710
N 0.8993 0.4258 2.1856
H 0.8809 2.9608 -1.6941
H 0.8474 2.0109 -0.2406
H -0.5050 3.1618 -0.6903
H -0.9612 1.4510 -2.6141
H -0.5118 -1.3638 -3.2095
H -0.9970 -2.0618 -1.6649
H -1.9095 -0.8277 -2.4271
H 1.5496 0.0460 -0.2649
H 0.8836 -1.5383 -0.3051
H -0.9515 0.2602 1.1891
H 0.5876 -2.2746 2.0347
H -0.9478 -2.3406 1.2459
H -0.9270 -1.5630 2.7680
H 1.7633 0.5084 1.6875
H 0.5043 1.3494 2.3842
H 0.9025 -0.0985 3.0570

---

<x>
C7H16N | ωB97M-V/def2-TZVPD

Computed properties:
2S+1   1
Total charge   +1
HOMO level   -0.4875 Eh
HOMO-LUMO gap   7.13 eV

Atoms and positions in Å:
C -2.3533 2.2273 1.4822
C -2.0013 1.0887 0.4756
C -0.6258 0.6322 0.5354
C 1.3517 -0.3230 -0.3407
C 0.2047 0.4269 -0.5436
C -0.0884 1.0697 -1.9023
C 2.4748 -0.4580 -1.2468
N 1.2273 -3.6894 1.3304
H -3.4075 2.2774 1.7293
H -2.0270 3.1643 1.0193
H -2.7074 0.2830 0.6871
H -2.2677 1.4223 -0.5234
H -0.2645 0.2799 1.5082
H 0.9496 -3.9927 0.4035
H 1.3220 -0.8693 0.6039
H -0.1540 2.1506 -1.7668
H 0.7124 0.8386 -2.5892
H -0.9992 0.6863 -2.3464
H 3.3499 -0.9199 -0.7954
H 2.7660 0.5205 -1.6316
H 2.2543 -1.0296 -2.1502
H 0.4208 -3.4214 1.8777
H 1.6334 -4.5030 1.7845
H -1.7710 2.1386 2.3991

---

It is <w> that is the most stable of them.